Entry 1:
The following is a quantum chemistry calculation of a cluster of 2 separate species, C3H7NO4 in total in a non-equilibrium geometry, from OMol25.

Last column: Mulliken charge in e.
Atoms and positions in Å:
O (-8.330, 2.910, -0.134)  -0.635
H (-8.077, 2.095, -0.624)  0.322
H (-7.708, 2.943, 0.628)  0.315
O (0.000, 0.000, 0.000)  -0.570
O (-3.678, 2.089, 0.305)  -0.563
O (-4.299, 0.831, 2.110)  -0.436
C (-0.893, -0.688, 0.498)  0.175
C (-3.394, 1.449, 1.353)  0.548
N (-1.791, -0.285, 1.388)  -0.211
C (-1.969, 1.084, 1.745)  -0.415
H (-5.192, 1.088, 1.753)  0.334
H (-1.149, -1.756, 0.292)  0.278
H (-2.612, -0.887, 1.296)  0.273
H (-1.835, 1.164, 2.841)  0.261
H (-1.295, 1.822, 1.269)  0.323

Calculated values
relative energy (zero: lowest compared OMol25 entry of this formula, charge and spin) = 1.6008 eV
frontier orbital gap = 10.2541 eV
SMILES = O=CNCC(=O)O.O
HOMO energy = -10.29 eV
2S+1 = 1

Entry 2:
The following is a quantum chemistry calculation of a cluster of 4 separate species, C58H56BFNO12 in total in a non-equilibrium geometry, from OMol25.

Last column: Mulliken charge in e.
Atoms and positions in Å:
C (2.897, 10.462, 1.371)  -1.053
C (2.877, 9.450, 0.245)  0.595
O (3.521, 9.640, -0.785)  -0.592
O (2.198, 8.287, 0.431)  -0.093
C (0.821, 8.393, 0.796)  -0.223
C (-0.087, 8.247, -0.433)  -0.785
C (-1.251, 7.279, -0.232)  -1.226
C (-0.784, 5.813, -0.192)  0.013
C (-0.712, 5.215, 1.222)  -1.770
C (0.429, 4.225, 1.428)  1.154
O (1.487, 4.707, 2.202)  -0.989
B (2.291, 3.497, 2.576)  1.089
O (3.499, 3.272, 1.766)  -0.746
C (3.311, 2.711, 0.507)  1.268
C (4.661, 2.495, -0.182)  -1.660
N (5.656, 3.507, 0.110)  -0.172
C (5.298, 4.884, -0.226)  -1.229
C (4.730, 5.084, -1.623)  0.834
C (3.240, 5.485, -1.625)  -1.010
O (5.507, 6.174, -2.181)  -0.609
O (1.280, 2.408, 2.585)  -0.661
C (0.130, 2.761, 1.882)  0.198
C (-0.080, 1.887, 0.661)  0.620
C (-1.498, 1.939, 0.116)  -1.482
F (0.161, 0.545, 1.012)  -0.393
H (3.879, 10.486, 1.824)  0.305
H (2.628, 11.423, 0.948)  0.313
H (2.167, 10.229, 2.139)  0.355
H (0.615, 7.592, 1.497)  0.096
H (0.592, 9.325, 1.305)  0.439
H (-0.490, 9.233, -0.674)  0.420
H (0.521, 7.950, -1.283)  0.319
H (-1.832, 7.540, 0.651)  0.384
H (-1.902, 7.426, -1.094)  0.378
H (0.172, 5.755, -0.707)  -0.155
H (-1.478, 5.205, -0.771)  0.604
H (-0.702, 5.987, 1.988)  0.729
H (-1.648, 4.672, 1.372)  0.512
H (0.852, 4.083, 0.416)  -0.577
H (2.699, 3.649, 3.742)  -0.397
H (2.668, 3.325, -0.140)  -0.616
H (2.808, 1.738, 0.577)  0.407
H (5.066, 1.548, 0.173)  0.488
H (4.489, 2.368, -1.250)  0.315
H (5.886, 3.455, 1.088)  0.314
H (4.644, 5.338, 0.519)  0.262
H (6.217, 5.469, -0.202)  0.466
H (4.899, 4.226, -2.269)  0.186
H (3.084, 6.401, -2.186)  0.465
H (2.884, 5.652, -0.613)  0.010
H (2.638, 4.675, -2.033)  0.181
H (5.056, 6.473, -2.968)  0.336
H (-0.747, 2.752, 2.542)  0.314
H (0.626, 2.114, -0.131)  0.085
H (-1.508, 1.573, -0.908)  0.384
H (-1.905, 2.943, 0.131)  0.314
H (-2.127, 1.275, 0.704)  0.306
C (-4.321, -6.769, -2.664)  -0.571
C (-3.057, -6.557, -3.203)  -0.470
C (-2.171, -5.694, -2.581)  -0.589
C (-2.548, -5.031, -1.421)  0.277
C (-3.822, -5.229, -0.891)  0.247
C (-4.704, -6.106, -1.510)  -0.520
C (-4.265, -4.498, 0.330)  0.617
O (-5.378, -4.683, 0.784)  -0.604
C (-3.319, -3.542, 0.958)  0.286
C (-3.729, -2.812, 2.065)  -0.550
C (-2.855, -1.923, 2.668)  -0.686
C (-1.565, -1.763, 2.176)  -0.493
C (-1.150, -2.485, 1.068)  -0.724
C (-2.024, -3.370, 0.452)  0.377
C (-1.572, -4.117, -0.755)  0.377
O (-0.450, -3.991, -1.193)  -0.670
H (-5.010, -7.449, -3.147)  0.407
H (-2.763, -7.068, -4.110)  0.389
H (-1.185, -5.528, -2.991)  0.486
H (-5.687, -6.263, -1.087)  0.524
H (-4.732, -2.940, 2.448)  0.492
H (-3.178, -1.350, 3.527)  0.413
H (-0.884, -1.068, 2.646)  0.457
H (-0.151, -2.356, 0.678)  0.517
C (-8.440, -4.792, 0.580)  -0.421
C (-9.527, -4.735, -0.286)  -0.648
C (-10.571, -5.636, -0.157)  -0.587
C (-10.529, -6.607, 0.835)  0.228
C (-9.427, -6.676, 1.694)  0.317
C (-8.390, -5.761, 1.567)  -0.722
C (-9.339, -7.734, 2.739)  0.504
O (-8.392, -7.798, 3.492)  -0.654
C (-10.453, -8.723, 2.831)  0.189
C (-10.370, -9.749, 3.763)  -0.542
C (-11.398, -10.669, 3.872)  -0.472
C (-12.518, -10.565, 3.054)  -0.463
C (-12.604, -9.547, 2.121)  -0.558
C (-11.570, -8.628, 2.000)  0.157
C (-11.668, -7.555, 0.968)  0.637
O (-12.648, -7.466, 0.258)  -0.671
H (-7.628, -4.088, 0.482)  0.526
H (-9.558, -3.984, -1.064)  0.414
H (-11.420, -5.593, -0.824)  0.468
H (-7.542, -5.812, 2.236)  0.554
H (-9.498, -9.822, 4.398)  0.475
H (-11.329, -11.470, 4.596)  0.396
H (-13.324, -11.281, 3.145)  0.396
H (-13.470, -9.461, 1.479)  0.470
C (8.377, -4.076, -1.284)  -0.496
C (9.221, -4.304, -2.366)  -0.443
C (9.808, -3.238, -3.026)  -0.565
C (9.547, -1.938, -2.613)  0.166
C (8.686, -1.709, -1.539)  0.160
C (8.110, -2.782, -0.872)  -0.502
C (8.356, -0.321, -1.099)  0.491
O (7.617, -0.131, -0.160)  -0.640
C (8.959, 0.813, -1.853)  0.285
C (8.625, 2.115, -1.500)  -0.613
C (9.186, 3.179, -2.185)  -0.561
C (10.090, 2.949, -3.218)  -0.475
C (10.423, 1.655, -3.576)  -0.628
C (9.855, 0.581, -2.903)  0.379
C (10.201, -0.803, -3.325)  0.574
O (10.991, -1.009, -4.225)  -0.684
H (7.924, -4.910, -0.766)  0.396
H (9.421, -5.316, -2.694)  0.393
H (10.469, -3.407, -3.864)  0.461
H (7.451, -2.596, -0.035)  0.501
H (7.920, 2.302, -0.699)  0.478
H (8.915, 4.191, -1.914)  0.471
H (10.529, 3.785, -3.747)  0.397
H (11.121, 1.469, -4.381)  0.461

Calculated values
frontier orbital gap = 5.3481 eV
charge = -1
HOMO energy = -5.25 eV
2S+1 = 1

Entry 3:
The following is a quantum chemistry calculation of a structure of composition C29H49N6OPTi in a non-equilibrium geometry, from OMol25.

Last column: Löwdin spin population.
Atoms and positions in Å:
Ti (-2.010, -10.433, 15.993)  1.731
N (-3.644, -11.337, 14.570)  0.020
C (-4.960, -10.742, 14.434)  0.005
C (-4.867, -9.419, 13.671)  0.001
N (-4.058, -8.409, 14.372)  0.010
C (-3.138, -7.682, 13.566)  0.001
C (-1.794, -7.426, 14.352)  0.002
N (-1.192, -8.695, 14.762)  0.024
C (-4.723, -7.601, 15.326)  0.001
C (-3.983, -7.461, 16.682)  0.002
N (-3.461, -8.807, 17.070)  0.020
H (-3.270, -11.518, 13.653)  0.003
H (-3.722, -12.261, 15.025)  0.003
H (-5.380, -10.572, 15.433)  0.000
H (-5.643, -11.434, 13.925)  0.000
H (-5.914, -9.073, 13.472)  0.000
H (-4.434, -9.679, 12.710)  0.000
H (-3.520, -6.648, 13.315)  0.000
H (-2.935, -8.162, 12.603)  0.000
H (-1.937, -6.822, 15.254)  0.000
H (-1.139, -6.865, 13.712)  0.000
H (-0.263, -8.544, 15.107)  0.006
H (-1.095, -9.272, 13.938)  0.003
H (-5.660, -8.114, 15.556)  0.000
H (-4.986, -6.581, 15.057)  0.001
H (-4.779, -7.093, 17.342)  0.000
H (-3.173, -6.761, 16.673)  0.000
H (-4.271, -9.406, 17.340)  0.002
H (-3.011, -8.718, 17.994)  0.006
C (1.331, -7.718, 17.207)  0.001
C (0.818, -8.708, 18.202)  0.011
C (-0.113, -8.011, 19.226)  0.002
P (0.068, -10.312, 17.539)  0.054
C (0.138, -11.349, 19.041)  0.005
C (-0.015, -12.839, 18.687)  0.001
C (1.390, -11.169, 19.912)  0.000
C (1.384, -10.930, 16.399)  0.006
C (2.766, -10.992, 16.656)  0.001
C (3.642, -11.574, 15.784)  0.000
C (5.134, -11.798, 15.904)  0.000
C (3.111, -12.131, 14.642)  0.001
C (1.798, -12.119, 14.319)  -0.001
C (0.877, -11.460, 15.180)  0.005
N (-0.455, -11.384, 14.886)  0.014
C (-0.934, -12.186, 13.785)  0.006
C (-0.850, -11.724, 12.445)  0.004
C (-0.122, -10.434, 12.064)  0.000
C (-1.372, -12.530, 11.441)  0.000
C (-1.987, -13.744, 11.767)  0.004
C (-2.653, -14.487, 10.666)  0.001
C (-1.916, -14.258, 13.076)  0.000
C (-1.347, -13.488, 14.078)  0.004
C (-1.288, -14.069, 15.465)  0.001
H (1.952, -6.955, 17.708)  0.000
H (0.424, -7.182, 16.825)  0.001
H (1.831, -8.175, 16.352)  0.000
H (1.691, -9.066, 18.785)  0.000
H (-0.961, -7.529, 18.766)  0.001
H (0.487, -7.287, 19.718)  0.000
H (-0.534, -8.708, 19.999)  0.000
H (-0.692, -11.076, 19.668)  0.000
H (0.739, -13.162, 17.956)  0.000
H (-1.035, -13.034, 18.330)  0.001
H (0.085, -13.419, 19.629)  0.000
H (2.291, -11.286, 19.326)  0.000
H (1.350, -11.913, 20.741)  0.000
H (1.443, -10.180, 20.363)  0.000
H (3.137, -10.610, 17.603)  0.000
H (5.368, -12.839, 15.613)  0.000
H (5.526, -11.624, 16.928)  0.000
H (5.698, -11.123, 15.229)  0.000
H (3.787, -12.663, 13.978)  0.000
H (1.382, -12.609, 13.457)  0.000
H (0.517, -10.575, 11.209)  0.000
H (0.508, -10.121, 12.891)  0.000
H (-0.826, -9.621, 11.817)  0.000
H (-1.344, -12.235, 10.400)  0.000
H (-1.973, -15.228, 10.230)  0.000
H (-2.899, -13.815, 9.829)  0.000
H (-3.578, -14.967, 10.948)  0.000
H (-2.348, -15.220, 13.368)  0.000
H (-1.874, -14.988, 15.480)  0.000
H (-1.609, -13.318, 16.203)  0.001
H (-0.283, -14.312, 15.744)  0.000
O (-4.523, -11.911, 19.334)  0.011
C (-3.776, -11.839, 18.403)  0.012
N (-3.063, -11.724, 17.452)  0.012

Calculated values
frontier orbital gap (spin up / spin down) = 6.0242 / 7.1793 eV
HOMO energy (spin up / spin down) = -5.58 / -6.74 eV
2S+1 = 3

Short version: electronic energy = -474.22744 -3326.31080 -2729.11606 Ha, in the order given.